[1]
106
Properties=species:S:1:pos:R:3:mulliken_spin:R:1 method="wB97M-V/def2-TZVPD" total_charge=+1 orbital_gap_ev="7.1892 / 2.7781" spin_multiplicity=2 lumo_energy_ev="-3.7 / -8.1" homo_energy_ev="-10.8564 / -10.8564" e_tot_ev=-151129.283
O -0.556 0.951 0.743 0.00
V 0.604 -0.103 0.324 0.00
O 1.019 0.068 -1.216 0.00
N 3.334 1.200 1.939 0.00
O 3.637 2.017 2.797 0.00
O 2.168 0.764 1.942 0.00
O 4.224 0.784 1.171 0.00
O -0.655 5.765 3.556 0.00
S -0.697 4.904 2.389 0.00
O -2.027 4.276 2.062 0.03
O -0.309 5.820 1.088 0.00
C -0.465 5.116 -0.170 0.00
C -1.342 5.980 -1.022 0.00
C 0.647 3.733 2.449 0.00
H -0.828 4.089 -0.137 0.00
H 0.547 5.082 -0.576 0.00
H -1.799 5.346 -1.781 0.00
H -0.811 6.788 -1.526 0.00
H -2.163 6.412 -0.450 0.00
H 0.481 3.200 1.513 0.00
H 0.539 3.004 3.252 0.00
H 1.661 4.133 2.457 0.00
O 0.135 -1.218 2.249 0.00
S -0.013 -1.617 3.638 0.00
O -1.253 -1.308 4.351 0.01
O 0.295 -3.232 3.590 0.00
C 0.052 -3.935 4.730 0.00
C -0.632 -5.198 4.223 0.00
C 1.413 -1.103 4.688 0.00
H -0.604 -3.496 5.482 0.00
H 0.956 -4.288 5.226 0.00
H -1.150 -5.721 5.028 0.00
H 0.195 -5.861 3.970 0.00
H -1.201 -5.026 3.309 0.00
H 1.569 -1.646 5.620 0.00
H 1.266 -0.031 4.817 0.00
H 2.377 -1.179 4.184 0.00
O -1.066 -1.529 -0.185 0.00
S -2.446 -1.834 -0.503 0.00
O -2.948 -1.605 -1.822 0.00
O -2.701 -3.386 -0.119 0.00
C -2.030 -4.360 -0.822 0.00
C -1.003 -4.915 0.087 0.00
C -3.704 -1.008 0.595 -0.01
H -1.575 -3.889 -1.693 0.00
H -2.846 -5.037 -1.077 0.00
H -1.446 -5.603 0.808 0.00
H -0.559 -4.096 0.653 0.00
H -0.280 -5.513 -0.468 0.00
H -3.138 -0.358 1.263 0.01
H -4.079 -1.764 1.285 0.00
H -4.585 -0.580 0.118 0.00
O 2.185 -1.740 0.353 0.00
S 3.069 -2.723 0.920 0.00
O 2.814 -3.226 2.240 0.00
O 3.005 -4.023 -0.075 0.00
C 3.310 -4.037 -1.518 0.00
C 2.173 -3.400 -2.308 0.00
C 4.834 -2.272 0.566 0.00
H 3.243 -5.080 -1.827 0.00
H 4.245 -3.554 -1.801 0.00
H 2.270 -3.567 -3.381 0.00
H 2.184 -2.326 -2.122 0.00
H 1.197 -3.830 -2.080 0.00
H 5.129 -1.501 1.277 0.00
H 4.850 -1.829 -0.430 0.00
H 5.476 -3.148 0.475 0.00
O 0.756 -1.884 -7.361 0.00
S 0.670 -0.544 -6.807 0.00
O 0.470 0.608 -7.706 0.00
O -0.558 -0.429 -5.620 0.00
C -0.622 -1.264 -4.408 0.00
C -0.541 -2.837 -4.769 0.00
C 2.176 -0.173 -5.764 0.00
H -1.549 -1.022 -3.888 0.00
H 0.192 -0.936 -3.761 0.00
H -1.437 -3.260 -5.224 0.00
H -0.304 -3.334 -3.828 0.00
H 0.281 -2.920 -5.480 0.00
H 1.960 0.754 -5.232 0.00
H 3.068 -0.168 -6.390 0.00
H 2.266 -1.076 -5.160 0.00
C 1.319 5.416 -3.989 0.00
C 0.203 5.485 -4.744 0.00
C -0.612 4.394 -4.942 0.00
C -0.280 3.198 -4.347 0.00
C 0.828 3.133 -3.520 0.00
C 1.666 4.225 -3.351 0.00
H 1.928 6.301 -3.882 0.00
H -0.017 6.420 -5.238 0.00
H -1.388 4.554 -5.676 0.00
H -0.800 2.265 -4.509 0.00
H 1.176 2.196 -3.110 0.00
H 2.566 4.157 -2.758 0.00
C -4.673 2.105 4.585 0.03
C -4.169 2.176 5.831 0.25
C -2.815 1.993 6.002 0.11
C -1.938 1.838 4.974 0.06
C -2.497 1.814 3.685 0.03
C -3.866 1.970 3.455 0.24
H -5.742 2.135 4.435 0.00
H -4.694 2.345 6.759 -0.01
H -2.391 2.073 6.992 0.00
H -0.880 1.748 5.168 0.01
H -1.808 1.852 2.854 0.22
H -4.138 1.960 2.409 0.01

[2]
13
Properties=species:S:1:pos:R:3:nbo_charge:R:1 method="wB97M-V/def2-TZVPD" smiles="C=C=N.C=CO" orbital_gap_ev=9.5342 lumo_energy_ev=0.7 homo_energy_ev=-8.8214 e_tot_ev=-7796.766 relative_energy_kj_mol=277.7
C 1.098 -1.046 2.184 -0.67
C 0.045 -1.225 1.422 0.43
N -0.975 -1.430 0.772 -0.65
H 1.215 -0.126 2.743 0.24
H 1.857 -1.816 2.256 0.24
H -0.900 -1.111 -0.199 0.39
C 0.279 0.306 -1.831 -0.54
C -0.645 1.136 -1.354 0.14
O -0.476 1.803 -0.183 -0.68
H 1.208 0.141 -1.292 0.22
H 0.124 -0.199 -2.777 0.22
H -1.582 1.319 -1.881 0.17
H -1.284 2.280 0.038 0.48

[3]
162
Properties=species:S:1:pos:R:3:mulliken_charge:R:1 method="wB97M-V/def2-TZVPD" orbital_gap_ev=10.9751 lumo_energy_ev=0.6 homo_energy_ev=-10.3864 e_tot_ev=-124707.946 relative_energy_kj_mol=0.0
C -24.441 -5.847 20.256 -0.65
O -23.033 -6.201 20.404 -0.31
H -24.530 -4.775 20.270 0.21
H -24.666 -6.081 19.203 0.30
H -25.113 -6.330 20.982 0.28
H -22.873 -7.105 20.489 0.22
C -18.867 -6.872 23.195 -0.60
O -18.370 -6.270 24.366 -0.01
C -18.681 -6.847 25.509 0.82
O -19.367 -7.844 25.667 -0.65
O -18.102 -6.161 26.483 -0.18
C -18.290 -6.680 27.791 -0.78
H -19.847 -7.290 23.274 0.52
H -18.298 -7.644 22.661 0.12
H -18.988 -6.017 22.494 -0.15
H -18.971 -5.948 28.263 0.25
H -17.340 -6.807 28.270 0.23
H -18.696 -7.669 27.679 0.34
C -18.228 -2.982 23.820 -0.71
O -18.769 -3.759 22.718 0.30
C -19.633 -3.118 21.971 0.41
O -20.005 -1.974 22.112 -0.66
O -20.007 -3.913 20.995 0.09
C -21.054 -3.323 20.147 -0.62
H -17.721 -3.772 24.441 -0.03
H -19.007 -2.442 24.353 0.45
H -17.392 -2.432 23.397 0.25
H -21.318 -4.176 19.543 0.17
H -20.637 -2.466 19.647 0.17
H -21.886 -2.915 20.722 0.30
C -18.694 -7.595 14.233 -0.84
O -17.351 -8.137 14.207 -0.24
C -16.446 -7.196 13.716 0.88
O -16.753 -6.057 13.534 -0.56
O -15.255 -7.786 13.605 -0.32
C -14.189 -6.957 13.067 -0.51
H -18.869 -6.964 15.088 0.25
H -19.410 -8.428 14.290 0.25
H -18.928 -7.035 13.396 0.45
H -13.750 -6.365 13.912 0.03
H -14.572 -6.343 12.328 0.44
H -13.544 -7.727 12.730 0.24
C -16.066 -1.924 20.579 -0.14
O -14.848 -2.684 20.847 0.30
C -13.782 -2.405 20.085 0.34
O -13.883 -1.810 19.028 -0.76
O -12.684 -2.935 20.615 0.06
C -11.500 -2.575 19.876 -0.44
H -16.837 -2.550 21.031 -0.31
H -16.269 -1.706 19.545 -0.15
H -16.023 -0.938 21.042 0.37
H -11.030 -1.753 20.391 0.30
H -11.717 -2.363 18.825 0.28
H -10.802 -3.352 19.927 -0.14
C -10.663 -6.933 15.749 -0.78
O -11.946 -6.363 15.884 -0.02
C -12.042 -5.074 16.174 0.66
O -11.136 -4.374 16.552 -0.67
O -13.295 -4.665 15.810 -0.18
C -13.544 -3.317 16.111 -0.26
H -10.736 -7.677 14.977 0.23
H -10.446 -7.611 16.596 0.13
H -9.916 -6.235 15.497 0.45
H -14.599 -3.051 15.994 0.03
H -13.019 -2.639 15.391 0.40
H -13.203 -3.053 17.102 -0.15
C -20.008 1.071 18.789 -0.57
O -18.807 1.136 17.961 -0.38
C -18.164 -0.024 17.800 0.83
O -18.575 -1.093 18.225 -0.58
O -17.016 0.238 17.242 -0.36
C -16.195 -0.827 16.645 -0.49
H -20.688 0.297 18.464 0.27
H -20.478 2.041 18.675 0.21
H -19.685 0.877 19.827 0.29
H -15.451 -1.190 17.379 0.06
H -15.725 -0.266 15.844 0.35
H -16.790 -1.616 16.255 0.42
C -15.279 -8.283 16.907 -0.39
O -15.268 -9.365 17.825 0.40
C -16.306 -10.179 17.657 0.38
O -17.130 -10.002 16.819 -0.58
O -16.147 -11.124 18.594 -0.14
C -17.313 -12.006 18.573 -0.57
H -16.190 -7.658 17.006 0.05
H -15.222 -8.653 15.870 0.60
H -14.482 -7.647 17.192 -0.38
H -17.753 -12.088 17.541 0.33
H -18.077 -11.520 19.179 0.03
H -17.016 -12.993 18.985 0.25
C -12.634 -5.917 19.181 -1.00
O -13.748 -5.130 18.779 1.49
C -14.892 -5.674 19.261 -0.08
O -14.981 -6.498 20.117 -0.11
O -15.961 -5.045 18.719 -0.02
C -17.207 -5.455 19.272 0.10
H -12.815 -6.972 19.029 0.38
H -12.437 -5.815 20.261 -0.31
H -11.797 -5.511 18.629 0.08
H -17.508 -6.462 19.007 -0.11
H -17.959 -4.707 19.001 0.20
H -17.144 -5.415 20.368 -0.24
C -12.762 -7.801 24.953 -0.91
O -12.764 -8.105 23.537 -0.12
C -13.926 -8.631 23.139 0.82
O -14.938 -8.731 23.804 -0.73
O -13.735 -9.069 21.929 -0.04
C -14.795 -9.832 21.317 -0.49
H -13.172 -8.612 25.569 0.40
H -13.290 -6.892 25.209 0.25
H -11.732 -7.607 25.256 0.30
H -15.021 -10.685 21.872 0.62
H -14.293 -10.183 20.408 -0.20
H -15.673 -9.222 21.062 0.17
C -20.409 -8.721 18.487 -0.60
O -20.850 -8.693 19.842 -0.21
C -20.155 -9.381 20.709 0.77
O -19.093 -9.897 20.452 -0.56
O -20.724 -9.327 21.885 -0.35
C -20.051 -9.988 22.980 -0.62
H -20.911 -8.006 17.852 0.26
H -20.529 -9.717 18.130 0.39
H -19.359 -8.534 18.385 0.10
H -18.989 -9.899 22.960 0.29
H -20.189 -11.110 22.961 0.33
H -20.425 -9.532 23.963 0.22
C -15.334 -5.244 22.826 0.64
O -15.369 -4.025 23.626 0.22
C -14.212 -3.738 24.176 0.55
O -13.274 -4.459 24.313 -0.51
O -14.315 -2.480 24.606 -0.27
C -13.197 -1.868 25.307 -0.75
H -14.501 -5.157 22.153 -0.45
H -16.279 -5.394 22.353 -1.03
H -15.121 -6.085 23.444 0.61
H -12.415 -2.596 25.347 0.33
H -13.584 -1.603 26.310 0.24
H -12.876 -0.996 24.632 0.23
C -10.600 -9.340 20.323 -0.72
O -11.747 -10.088 19.880 -0.18
C -11.735 -10.373 18.532 0.94
O -11.038 -9.868 17.714 -0.60
O -12.673 -11.291 18.364 -0.31
C -13.027 -11.632 16.995 -0.47
H -9.757 -9.987 20.364 0.45
H -10.897 -9.110 21.334 0.08
H -10.262 -8.473 19.753 0.24
H -13.187 -12.714 16.978 0.25
H -12.258 -11.320 16.290 0.38
H -14.027 -11.152 16.772 -0.06
C -8.128 -5.710 18.997 -0.90
O -9.308 -5.430 19.798 -0.09
C -9.247 -5.783 21.071 0.71
O -8.359 -6.455 21.533 -0.65
O -10.258 -5.257 21.702 -0.09
C -10.420 -5.612 23.147 -0.41
H -8.084 -5.132 18.122 0.21
H -8.240 -6.736 18.730 0.31
H -7.306 -5.639 19.745 0.37
H -9.377 -5.640 23.559 0.40
H -10.889 -6.594 23.254 0.06
H -11.082 -4.804 23.524 0.07